Below is a structure of composition C6H12, with properties calculated with ωB97M-V/def2-TZVPD.

Geometry (Å):
C (-1.4176, -1.0462, 0.5598)
C (-0.1499, -0.3195, 0.2269)
C (-1.0755, 1.4368, -0.5691)
C (0.9156, 0.0784, 1.1078)
C (1.9904, -0.0884, 0.0525)
C (0.8645, -0.6596, -0.8584)
H (-2.1051, -1.0979, -0.2880)
H (-1.1383, -2.0635, 0.8629)
H (-1.9246, -0.5725, 1.4049)
H (-1.5140, 0.9850, -1.4621)
H (-0.4030, 2.2528, -0.8718)
H (-1.8585, 1.8143, 0.0977)
H (0.0131, 0.9532, 0.4239)
H (0.9153, 0.2572, 2.1764)
H (2.7918, -0.8050, 0.2683)
H (2.4529, 0.8333, -0.3303)
H (0.9289, -1.7485, -0.9585)
H (0.7141, -0.2098, -1.8429)

Atomic forces in eV per Å
C 0.0 0.1 0.0
C 0.0 -0.3 0.1
C -0.1 0.1 -0.1
C 0.1 -0.1 0.3
C 0.2 0.0 -0.1
C -0.1 0.0 -0.2
H 0.1 0.0 0.1
H 0.0 0.1 0.0
H 0.1 -0.1 -0.1
H 0.1 0.1 0.1
H -0.1 -0.1 0.1
H 0.1 -0.1 -0.1
H -0.1 0.1 -0.1
H 0.0 0.0 -0.2
H -0.1 0.1 0.0
H -0.1 -0.1 0.1
H 0.0 0.2 0.0
H 0.0 -0.1 0.1

Calculated values
Calculated total energy ... -6411.050 eV
Energy relative to the best compared isomer or geometry (same formula, charge and spin) ... 135.8 kcal per mole
Spin multiplicity ... 1
HOMO energy ... -6.66 eV
Kohn-Sham gap ... 7.658 eV

Below is an isolated molecule of C4H6N2, with properties calculated with ωB97M-V/def2-TZVPD.

Geometry (Å):
C (1.4139, 0.0779, -0.1878)
C (0.2628, -0.3321, 0.6943)
N (-0.7329, 0.6272, 1.1496)
C (-1.1433, -0.3991, 0.1989)
C (-1.5256, 0.0500, -1.0767)
N (-1.4918, 0.1276, -2.2548)
H (1.0966, 0.7719, -0.9728)
H (2.1930, 0.5654, 0.4089)
H (1.8607, -0.7944, -0.6757)
H (0.5093, -1.0720, 1.4554)
H (-0.6132, 1.5272, 0.6854)
H (-1.8294, -1.1495, 0.5753)

Atomic forces in eV per Å
C 0.0 0.1 -0.1
C 0.2 0.0 -0.3
N 0.2 0.3 0.9
C -0.7 0.0 1.5
C 1.3 -0.5 -5.5
N -0.8 0.4 3.3
H 0.0 -0.1 0.1
H -0.1 -0.1 -0.1
H -0.1 0.1 0.1
H -0.1 0.1 -0.1
H 0.0 -0.2 0.0
H 0.1 0.0 0.3

Calculated values
Calculated total energy ... -7223.740 eV
Energy relative to the best compared isomer or geometry (same formula, charge and spin) ... 42.7 kcal per mole
Spin multiplicity ... 1
HOMO energy ... -9.92 eV
SMILES ... C[C@H]1N[C@H]1C#N
Kohn-Sham gap ... 10.856 eV

Below is a structure of composition C20H26MoNO5P2, with properties calculated with ωB97M-V/def2-TZVPD.

Geometry (Å):
Mo (0.6016, -0.0792, 0.8485)
O (4.1726, 1.1273, -0.6222)
C (3.2176, 1.1094, 0.0645)
O (2.4131, -0.0193, 0.2083)
C (2.6289, 2.2081, 0.8856)
C (3.2099, 3.4180, 1.2040)
C (2.5498, 4.2302, 2.1299)
C (1.3660, 3.7974, 2.7304)
C (0.8618, 2.5715, 2.3439)
N (1.4598, 1.8351, 1.4074)
C (-0.2887, 1.8302, 2.9505)
O (-1.0697, 2.2135, 3.7442)
O (-0.2988, 0.5364, 2.4461)
H (4.1632, 3.6963, 0.7732)
H (2.9844, 5.1788, 2.4195)
H (0.8665, 4.3725, 3.4996)
C (1.6391, -1.3772, -2.3251)
P (0.5154, -0.1124, -1.7164)
C (1.0536, 1.4763, -2.3851)
C (-1.1446, -0.4718, -2.2712)
C (-1.3967, -0.9682, -3.5473)
C (-2.7097, -1.1922, -3.9424)
C (-3.7618, -0.9243, -3.0767)
C (-3.5177, -0.4300, -1.8014)
C (-2.2046, -0.2022, -1.3983)
P (-1.8329, 0.4564, 0.2230)
C (-2.9579, -0.2907, 1.4133)
C (-2.1012, 2.2418, 0.2443)
H (1.6009, -1.3513, -3.4176)
H (1.3260, -2.3632, -1.9844)
H (2.6582, -1.1689, -2.0050)
H (0.8333, 1.4567, -3.4564)
H (2.1286, 1.6059, -2.2627)
H (0.5144, 2.3158, -1.9464)
H (-0.5930, -1.1849, -4.2394)
H (-2.9108, -1.5817, -4.9316)
H (-4.7806, -1.1044, -3.3934)
H (-4.3535, -0.2331, -1.1419)
H (-3.9625, 0.0758, 1.1849)
H (-2.7048, 0.0008, 2.4304)
H (-2.9433, -1.3753, 1.3095)
H (-3.0938, 2.4191, -0.1793)
H (-1.3727, 2.7782, -0.3632)
H (-2.0986, 2.6208, 1.2664)
C (1.7311, -3.3312, 2.4482)
C (0.4436, -3.2411, 1.6833)
C (0.2970, -4.1518, 0.4988)
O (0.3797, -1.7808, 1.0989)
H (1.7621, -4.3306, 2.8900)
H (1.7809, -2.6143, 3.2667)
H (2.5988, -3.2315, 1.7962)
H (-0.4364, -3.2252, 2.3254)
H (1.1893, -4.1415, -0.1267)
H (-0.5921, -3.9286, -0.0899)
H (0.1793, -5.1655, 0.8891)

Atomic forces in eV per Å
Mo -0.1 -0.6 0.2
O 0.1 0.0 0.1
C -0.2 -0.2 -0.2
O -0.1 0.0 -0.1
C 0.1 0.1 0.1
C 0.0 0.0 0.0
C 0.0 0.0 0.0
C 0.0 -0.1 0.0
C 0.0 0.1 0.1
N 0.0 -0.1 0.1
C 0.0 -0.2 0.0
O 0.0 0.1 0.0
O 0.0 0.1 -0.2
H 0.0 0.0 0.0
H 0.0 0.0 0.0
H 0.0 0.0 0.0
C 0.0 0.0 0.0
P 0.1 0.0 0.1
C 0.0 0.0 0.0
C 0.0 0.0 0.0
C 0.0 0.0 0.0
C 0.0 0.0 0.0
C 0.0 0.0 0.0
C 0.0 0.0 0.0
C 0.0 0.0 0.0
P 0.0 0.0 0.1
C 0.0 0.0 0.0
C 0.0 0.0 0.0
H 0.0 0.0 0.0
H 0.0 0.0 0.0
H 0.0 0.0 0.0
H 0.0 0.0 0.0
H 0.0 0.0 0.0
H 0.0 0.0 0.0
H 0.0 0.0 0.0
H 0.0 0.0 0.0
H 0.0 0.0 0.0
H 0.0 0.0 0.0
H 0.0 0.0 0.0
H 0.0 0.0 0.0
H 0.0 0.0 0.0
H 0.0 0.0 0.0
H 0.0 0.0 0.0
H 0.0 0.0 0.0
C 0.0 0.0 0.0
C 0.0 -0.1 0.1
C 0.0 0.0 0.0
O 0.2 0.8 -0.2
H 0.0 0.0 0.0
H 0.0 0.0 0.0
H 0.0 0.0 0.0
H 0.0 0.0 0.0
H 0.0 0.0 0.0
H 0.0 0.0 0.0
H 0.0 0.0 0.0

Calculated values
Total charge ... +3
Calculated total energy ... -53297.356 eV
Spin multiplicity ... 1
HOMO energy ... -18.98 eV
Kohn-Sham gap ... 6.794 eV

Below is an isolated molecule of C2H4BrP, with properties calculated with ωB97M-V/def2-TZVPD.

Geometry (Å):
C (1.1015, -0.1173, -0.0271)
C (-0.3775, 0.1746, 0.0595)
P (-1.4327, -1.0784, -0.0059)
Br (-3.4183, 0.3085, -0.1015)
H (1.8582, 0.6162, 0.3402)
H (1.5643, -0.2089, -0.9930)
H (1.3220, -0.9220, 0.5863)
H (-0.6175, 1.2273, 0.1415)

Atomic forces in eV per Å
C 1.1 1.8 0.2
C 1.4 0.6 -0.3
P -1.8 1.3 -0.1
Br 1.1 -1.1 0.1
H -1.3 0.4 0.4
H -0.6 -0.7 -0.9
H 0.6 -2.1 0.7
H -0.5 -0.1 -0.1

Calculated values
Calculated total energy ... -81469.208 eV
Energy relative to the best compared isomer or geometry (same formula, charge and spin) ... 10.2 kcal per mole
Spin multiplicity ... 1
HOMO energy ... -9.46 eV
SMILES ... C/C=P/Br
Kohn-Sham gap ... 9.242 eV

Below is a cluster of 13 separate species, C5H39N2O13 in total, with properties calculated with ωB97M-V/def2-TZVPD.

Geometry (Å):
N (2.4322, 0.5717, 0.1462)
C (0.9762, 0.1656, 0.0323)
C (0.6393, 0.1882, -1.4667)
O (0.8806, 1.4978, -1.9563)
C (0.7023, -1.1825, 0.7221)
N (-0.0811, -1.0116, 1.9603)
C (0.6207, -1.3980, 3.1988)
C (1.8428, -0.5384, 3.4717)
H (2.5686, 1.3280, -0.5268)
H (2.5966, 0.9259, 1.1100)
H (3.0467, -0.2066, -0.1186)
H (0.4019, 0.9387, 0.5319)
H (1.2919, -0.4832, -2.0199)
H (-0.4061, -0.1233, -1.5548)
H (-0.0031, 1.9412, -2.1503)
H (0.1605, -1.8345, 0.0441)
H (1.6289, -1.7326, 0.9162)
H (-0.9128, -1.5910, 1.8769)
H (0.9015, -2.4567, 3.1433)
H (-0.0876, -1.2773, 4.0186)
H (2.2457, -0.7199, 4.4648)
H (2.6581, -0.7596, 2.7741)
H (1.6065, 0.5207, 3.3764)
H (-1.9020, -1.6041, -4.2159)
H (-1.7674, -2.1609, -2.7606)
O (-2.2542, -1.5032, -3.3167)
H (-2.8863, -3.3313, 0.9924)
H (-2.7183, -1.8347, 0.5504)
O (-2.2220, -2.6793, 0.7363)
H (1.1864, 2.9191, -0.8487)
H (0.4082, 3.6711, 0.2475)
O (1.3209, 3.4371, -0.0255)
H (2.0623, 2.9912, 1.4606)
H (3.2249, 3.0737, 2.5088)
O (2.5969, 2.4689, 2.1024)
H (-2.0433, 1.3488, 2.8838)
H (-1.0034, 0.5895, 2.0471)
O (-1.7533, 1.2481, 1.9687)
H (-4.1066, 0.8115, -2.3931)
H (-2.8796, -0.1463, -2.5062)
O (-3.2356, 0.6435, -2.0249)
H (-1.5428, 2.6885, 1.0098)
H (-1.9701, 4.1816, 0.8493)
O (-1.3969, 3.4963, 0.4641)
H (2.0234, -3.3471, -2.2532)
H (2.6324, -2.5084, -1.0495)
O (1.8192, -2.7559, -1.5219)
H (-2.9532, 0.2639, 1.0871)
H (-3.4322, -0.0171, -0.3812)
O (-3.4927, -0.3432, 0.5460)
H (-0.0939, -3.1782, -1.4704)
H (-1.5172, -3.1293, -0.8297)
O (-1.0346, -3.2917, -1.6745)
H (-2.0979, 1.9661, -2.2119)
H (-1.5441, 3.1043, -1.3266)
O (-1.4214, 2.6793, -2.2028)
H (4.8883, -1.9086, -0.8129)
H (4.3794, -2.4627, 0.5138)
O (4.1150, -1.9218, -0.2367)

Atomic forces in eV per Å
N -0.8 -0.3 0.1
C 0.3 -0.7 -0.6
C 0.1 0.6 0.6
O -0.3 -0.1 -0.2
C -0.1 0.1 0.4
N 0.1 0.2 0.0
C 0.1 0.0 -0.2
C 0.1 0.0 -0.3
H 0.1 0.3 0.2
H 0.5 0.2 -0.4
H 0.0 0.0 0.3
H 0.1 0.2 0.0
H -0.2 -0.3 0.0
H 0.1 0.0 -0.3
H 0.2 0.0 0.0
H -0.2 0.2 0.0
H 0.0 0.1 0.1
H 0.1 -0.1 0.0
H 0.0 0.0 0.2
H 0.0 -0.1 0.0
H -0.1 0.0 0.1
H 0.0 0.0 0.0
H 0.0 0.1 0.1
H -0.3 0.1 0.4
H -0.1 0.0 -0.1
O 0.4 -0.1 -0.2
H 0.1 0.1 0.0
H -0.2 -0.1 0.3
O -0.1 0.0 -0.1
H 0.1 0.2 0.3
H 0.3 0.0 -0.2
O -0.5 0.1 -0.1
H 0.3 -0.1 -0.1
H 0.0 0.0 0.0
O -0.1 0.0 0.1
H -0.2 0.2 0.0
H -0.2 -0.2 -0.2
O 0.4 -0.2 0.5
H -0.1 0.0 -0.1
H -0.1 0.1 -0.2
O 0.1 -0.3 0.0
H 0.0 0.2 0.0
H 0.3 -0.3 -0.2
O -0.4 0.2 0.4
H 0.3 0.0 0.1
H 0.0 -0.4 -0.4
O -0.4 0.0 -0.1
H -0.2 0.0 -0.2
H -0.1 0.1 0.5
O 0.2 -0.1 -0.4
H -0.1 0.0 0.0
H 0.2 -0.2 -0.2
O -0.1 0.2 0.2
H 0.1 0.3 -0.1
H 0.1 -0.1 -0.4
O -0.2 -0.1 0.4
H 0.0 0.0 -0.1
H 0.0 -0.1 0.2
O 0.2 0.2 0.0

Calculated values
Total charge ... +1
Calculated total energy ... -35413.393 eV
Energy relative to the best compared isomer or geometry (same formula, charge and spin) ... 0.0 kcal per mole
Spin multiplicity ... 1
HOMO energy ... -12.62 eV
Kohn-Sham gap ... 9.878 eV

Below is a structure of composition C23H26NO3SSiV, with properties calculated with ωB97M-V/def2-TZVPD.

Geometry (Å):
V (-0.4352, 0.5653, 0.8257)
C (2.1380, -1.4070, -0.8224)
Si (2.8383, 0.1644, -0.1195)
C (3.4827, 1.3221, -1.4275)
C (4.0094, -0.0812, 1.2975)
N (1.3472, 0.9138, 0.6146)
C (0.9736, 2.1831, 0.9956)
C (1.8909, 3.3252, 1.0061)
C (1.4863, 4.5156, 1.4376)
C (0.1019, 4.7722, 1.9420)
C (-0.8840, 3.6943, 1.5474)
C (-0.3612, 2.3708, 1.3707)
O (-1.3952, 0.5946, -0.6119)
C (-2.5255, 0.7755, -1.3544)
C (-3.7649, 0.8687, -0.7382)
C (-4.8791, 1.0683, -1.5434)
C (-4.7440, 1.1706, -2.9172)
C (-3.4917, 1.0758, -3.5101)
C (-2.3638, 0.8754, -2.7303)
H (2.9599, -2.1186, -0.9731)
H (1.6529, -1.2588, -1.7888)
H (1.4330, -1.8897, -0.1479)
H (4.0521, 0.7367, -2.1607)
H (4.1660, 2.0810, -1.0337)
H (2.6797, 1.8229, -1.9766)
H (4.9744, -0.4385, 0.9178)
H (3.6410, -0.8199, 2.0120)
H (4.1991, 0.8477, 1.8422)
H (2.9163, 3.1538, 0.6989)
H (2.1976, 5.3371, 1.5004)
H (0.1810, 4.7989, 3.0437)
H (-1.8656, 3.7979, 2.0030)
H (-3.8612, 0.7826, 0.3334)
H (-5.8610, 1.1402, -1.0911)
H (-5.6215, 1.3222, -3.5335)
H (-3.3972, 1.1522, -4.5870)
H (-1.3756, 0.7924, -3.1661)
S (-1.3584, 4.2498, -0.2185)
C (-0.8622, 5.8103, 0.0501)
C (-0.7593, 6.8314, -0.9083)
C (-0.1643, 8.0074, -0.5479)
C (0.3307, 8.2709, 0.7829)
C (0.1802, 7.3602, 1.7500)
C (-0.5186, 6.0871, 1.4732)
H (-1.0886, 6.6440, -1.9216)
H (-0.0345, 8.7806, -1.2983)
H (0.7962, 9.2288, 0.9811)
H (0.4936, 7.5548, 2.7718)
H (-1.4889, 6.1447, 1.9949)
C (-1.7333, -3.1438, 1.5361)
O (-1.4943, -2.0386, 2.4684)
C (-1.1019, -0.9131, 2.0124)
O (-0.8959, 0.1027, 2.7053)
H (-1.0812, -3.9529, 1.8316)
H (-1.5317, -2.8253, 0.5226)
H (-2.7679, -3.4332, 1.6536)

Atomic forces in eV per Å
V 0.3 0.7 0.2
C 0.4 -0.1 -0.1
Si -0.1 0.1 0.0
C 0.1 0.0 -0.1
C 0.1 -0.1 -0.1
N -0.6 -0.8 -0.2
C -0.8 0.4 0.4
C 0.3 -0.2 0.0
C 0.1 0.2 -0.2
C 0.4 -0.1 1.6
C -1.0 0.9 -1.2
C 0.9 -1.2 -0.3
O 0.7 -0.2 0.8
C -0.1 0.0 -0.3
C 0.0 0.1 -0.3
C -0.1 0.0 0.3
C -0.1 0.0 -0.2
C 0.0 0.0 -0.1
C -0.2 0.0 0.0
H -0.1 0.1 0.0
H 0.0 0.0 0.0
H -0.1 -0.1 0.1
H -0.1 0.1 0.1
H -0.1 -0.1 0.0
H 0.0 -0.1 0.1
H -0.1 0.0 0.1
H 0.0 0.0 0.0
H 0.0 0.0 -0.1
H -0.1 0.0 0.0
H -0.1 -0.1 -0.1
H -0.1 0.0 -0.1
H 0.2 -0.3 0.7
H 0.0 0.0 0.1
H 0.1 0.0 0.0
H 0.1 0.0 0.0
H 0.0 0.0 0.1
H -0.1 0.0 0.0
S 0.0 -0.2 -0.5
C -0.3 0.9 0.0
C -0.1 -0.3 -0.1
C 0.1 0.1 0.2
C 0.0 0.3 -0.3
C 0.1 -0.1 0.2
C 0.1 -0.3 -0.2
H 0.0 0.1 0.0
H 0.0 0.0 0.0
H 0.0 -0.1 0.0
H 0.0 0.0 -0.1
H -0.1 0.2 0.0
C 0.0 0.1 0.1
O 0.0 0.2 -0.1
C 0.0 0.1 -0.2
O 0.1 -0.3 -0.1
H 0.1 -0.1 0.1
H 0.0 0.1 -0.2
H -0.1 0.0 0.0

Calculated values
Total charge ... +2
Calculated total energy ... -76289.718 eV
Spin multiplicity ... 1
HOMO energy ... -13.80 eV
Kohn-Sham gap ... 6.216 eV

Below is a cluster of 2 separate species, C4H8O2 in total, with properties calculated with ωB97M-V/def2-TZVPD.

Geometry (Å):
O (-0.0192, -1.5043, 0.9966)
C (-0.4171, -1.3280, -0.1456)
C (-0.1246, -0.1279, -0.9299)
C (0.0381, 1.1851, -0.1662)
C (1.2563, 0.5038, -0.6373)
O (2.1537, -0.0944, 0.2160)
H (-0.9875, -2.1234, -0.6537)
H (-0.5186, -0.0964, -1.9427)
H (-0.2952, 2.0846, -0.6725)
H (-0.1924, 1.1244, 0.8939)
H (1.7627, 0.8844, -1.5174)
H (1.6461, -0.5650, 0.9023)
H (-1.9252, -0.1967, 1.9125)
H (-2.4428, 0.3089, 1.7443)

Atomic forces in eV per Å
O -0.2 0.1 -0.4
C 0.2 -0.1 0.3
C -0.2 -0.2 0.0
C 0.0 0.1 0.1
C 0.1 0.2 -0.2
O -0.1 -0.1 0.1
H 0.0 0.0 0.0
H 0.1 0.0 0.2
H 0.0 -0.1 0.1
H 0.1 0.0 -0.2
H -0.1 0.0 0.1
H 0.1 0.0 -0.1
H -0.1 0.0 0.0
H 0.0 0.0 0.0

Calculated values
Calculated total energy ... -8370.514 eV
Energy relative to the best compared isomer or geometry (same formula, charge and spin) ... 63.8 kcal per mole
Spin multiplicity ... 1
HOMO energy ... -9.71 eV
SMILES ... O=C[C@H]1C[C@H]1O.[H][H]
Kohn-Sham gap ... 10.554 eV

Question: Which of these has the lowest Kohn-Sham gap?
Answer: C23H26NO3SSiV